1.
Entry from OMol25: 2 unconnected molecules or ions with the total composition C5H13NOS2 at a distorted geometry (wB97M-V/def2-TZVPD).

Last columns: bonded neighbours and bond lengths (Å).
Positions of all 22 atoms, in Å:
1 C 1.623 2.478 1.235  C3 1.456, H10 1.078, H11 1.122, H12 1.101
2 C 1.858 -1.796 -1.175  C4 1.532, H13 1.136, H14 1.126, H15 1.135
3 C 0.703 1.745 0.375  C1 1.456, N6 1.282, H17 1.109
4 C 0.512 -1.400 -0.560  C2 1.532, O7 1.338, H18 1.086, H19 1.119
5 C -2.373 -0.132 0.537  S8 1.882, S9 1.789, H16 0.993, H20 1.055
6 N 1.200 0.579 0.189  C3 1.282, O7 1.444
7 O 0.367 -0.088 -0.784  C4 1.338, N6 1.444
8 S -2.890 0.562 -1.135  C5 1.882, H21 1.345
9 S -3.020 -1.799 0.596  C5 1.789, H22 1.476
10 H 1.086 2.932 2.051  C1 1.078
11 H 2.294 1.649 1.582  C1 1.122
12 H 2.207 3.174 0.612  C1 1.101
13 H 2.222 -0.832 -1.654  C2 1.136
14 H 2.597 -2.292 -0.486  C2 1.126
15 H 1.730 -2.572 -1.994  C2 1.135
16 H -1.422 0.041 0.764  C5 0.993
17 H -0.210 2.124 -0.128  C3 1.109
18 H 0.523 -1.543 0.517  C4 1.086
19 H -0.390 -1.914 -0.977  C4 1.119
20 H -2.725 0.457 1.337  C5 1.055
21 H -4.092 1.163 -1.119  S8 1.345
22 H -1.800 -2.537 0.216  S9 1.476

Results
* total charge: 0
* maximum force: 0.1016 Eh/bohr
* frontier orbital gap: 9.2 eV
* energy above the lowest of the compared OMol25 structures with the same formula, charge and spin: 4.6591 eV


2.
Entry from OMol25: 2 unconnected molecules or ions with the total composition C5H13NP at a distorted geometry (wB97M-V/def2-TZVPD).

Last columns: bonded neighbours and bond lengths (Å).
Positions of all 20 atoms, in Å:
1 C 0.252 0.400 -1.637  N6 1.273, H8 1.067, H9 1.166
2 C -2.504 -1.574 0.068  C4 1.437, H10 1.138, H11 1.065, H12 1.073
3 C 2.773 1.028 1.378  C5 1.530, H13 1.163, H14 1.085, H15 1.151
4 C -2.318 -0.381 -0.711  C2 1.437, H16 0.987, H17 1.056
5 C 1.268 1.262 1.520  C3 1.530, P7 1.859, H18 1.083, H19 1.185
6 N -0.395 0.257 -0.550  C1 1.273, P7 1.749
7 P 0.152 -0.152 1.060  C5 1.859, N6 1.749, H20 1.310
8 H 1.253 0.769 -1.654  C1 1.067
9 H -0.180 0.473 -2.718  C1 1.166
10 H -3.364 -2.037 -0.517  C2 1.138
11 H -1.623 -2.172 0.109  C2 1.065
12 H -2.713 -1.374 1.101  C2 1.073
13 H 3.481 1.815 1.861  C3 1.163
14 H 3.212 0.202 1.928  C3 1.085
15 H 3.246 0.799 0.353  C3 1.151
16 H -2.931 0.323 -0.394  C4 0.987
17 H -2.235 -0.531 -1.754  C4 1.056
18 H 1.063 2.274 1.192  C5 1.083
19 H 1.100 1.342 2.690  C5 1.185
20 H -0.976 0.383 1.460  P7 1.310

Results
* total charge: +1
* 2S+1: 3
* maximum force: 0.2089 Eh/bohr
* frontier orbital gap (alpha / beta): 6.6 / 6.3 eV
* energy above the lowest of the compared OMol25 structures with the same formula, charge and spin: 2.6101 eV
* <S²>: 2.01